DFT (ωB97M-V/def2-TZVPD) results for a structure of composition C35H42BrI2N12O5Sn in a non-equilibrium geometry.

XYZ file:
```
98
C35H42BrI2N12O5Sn | the OMol25 dataset | ωB97M-V/def2-TZVPD
I 2.32 6.17 5.62
I 5.59 2.57 2.23
Sn 0.90 1.24 0.22
Br -3.02 -0.55 -3.06
O -0.11 1.20 2.12
O 2.82 2.55 0.65
O -0.81 -0.37 -0.06
O -1.68 -0.25 2.75
O -1.01 1.69 -0.73
N 1.83 -0.23 -1.49
N 1.45 -3.87 -3.88
N 1.72 -6.00 -3.64
N 2.08 -1.76 -3.04
N -1.40 -5.14 1.80
N 2.12 6.53 -3.06
N 1.78 -0.59 1.86
N 2.30 -4.94 -4.01
N 1.15 3.02 -1.94
N -2.39 -3.34 0.73
N -1.72 -3.14 2.92
N 0.39 3.47 1.27
C -1.84 -3.88 1.83
C -5.20 -0.06 -1.34
C -0.94 -3.66 -3.05
C 2.70 3.23 1.72
C -3.68 0.87 0.79
C 1.41 3.81 2.07
C 1.90 -2.57 -4.24
C 0.55 -1.08 2.50
C 0.43 -5.67 -3.23
C 1.25 4.63 3.20
C 0.83 -1.51 3.95
C -0.04 5.13 3.46
C -1.96 -4.47 -2.59
C 0.45 0.08 -3.55
C -5.06 0.80 0.90
C 3.62 4.29 3.73
C -3.05 0.47 -0.39
C -0.87 -3.47 4.07
C 1.64 5.11 -3.19
C 0.26 -4.30 -3.38
C -5.82 0.34 -0.17
C -1.79 -5.86 -2.44
C -0.60 -6.48 -2.75
C -3.82 0.01 -1.44
C -0.53 0.02 2.45
C -1.56 0.57 -0.43
C 3.78 3.46 2.63
C -0.32 -2.19 4.71
C 2.83 -1.11 -1.11
C 2.98 -2.07 -2.06
C 1.42 -0.63 -2.69
C 2.40 4.89 4.01
C -1.07 4.78 2.62
C -0.82 3.92 1.55
C 1.65 4.39 -1.84
H 3.07 6.57 -2.67
H -5.54 1.11 1.81
H -1.09 -2.59 -3.18
H 4.46 4.47 4.38
H 0.96 0.59 -4.37
H -0.09 0.81 -2.96
H 1.03 4.93 -1.12
H 2.29 4.62 -3.91
H -2.93 -4.03 -2.38
H -0.21 5.76 4.31
H -2.63 -6.46 -2.11
H 1.70 2.48 -2.60
H -0.05 -4.11 3.73
H 2.66 4.35 -1.44
H 1.51 7.08 -2.45
H 3.42 -0.97 -0.23
H -3.08 1.20 1.63
H -2.43 -3.88 -0.12
H 2.86 -2.69 -4.74
H -1.45 -4.03 4.81
H -0.28 -0.60 -3.99
H 2.15 7.00 -3.97
H 0.18 2.99 -2.23
H -2.08 5.13 2.81
H -1.14 -1.49 4.85
H 1.20 -2.08 -4.92
H -2.01 -2.15 2.86
H -0.46 -7.55 -2.66
H -1.62 3.58 0.90
H 1.69 -2.19 3.93
H -1.19 -5.62 2.66
H 1.13 -0.62 4.51
H -6.90 0.29 -0.09
H 0.18 -1.90 1.89
H 2.34 -1.37 1.57
H -1.53 -5.70 0.98
H 2.32 -0.03 2.52
H 0.63 5.15 -3.61
H 3.64 -2.91 -2.14
H 0.05 -2.45 5.70
H -5.78 -0.42 -2.18
H -2.43 -2.34 0.64
```

Output
Kohn-Sham gap (spin up / spin down) (eV): 4.7705 / 4.7686
Charge: +3


DFT (ωB97M-V/def2-TZVPD) results for a structure of composition C23H12BrN4O8Pd.

XYZ file:
```
49
C23H12BrN4O8Pd | the OMol25 dataset | ωB97M-V/def2-TZVPD
Pd 0.42 0.50 -0.48
Br -2.83 0.02 -7.11
O -4.76 -0.06 4.87
O 0.84 3.41 2.75
O -0.82 1.52 -1.63
O -4.15 1.77 5.81
O -2.61 -1.82 1.12
O -0.10 1.63 1.11
O -0.78 -1.06 0.18
O -0.60 4.31 4.07
N -0.24 3.43 3.29
N 1.97 -0.36 0.51
N 1.20 -0.51 -2.00
N -4.02 0.89 4.97
C -2.30 1.80 -3.40
C -0.58 0.10 -3.58
C -1.15 2.28 3.10
C -1.76 -0.95 1.03
C -1.83 0.22 2.00
C -1.10 -0.22 -4.86
C -2.16 0.47 -5.38
C -0.97 1.37 2.01
C 3.96 -1.90 1.62
C 3.25 -1.01 2.39
C 4.00 -2.96 -1.95
C 4.36 -2.92 -0.63
C -2.97 1.05 3.96
C -2.81 0.10 2.97
C 2.65 -1.24 -0.27
C 2.26 -1.31 -1.64
C 3.68 -2.04 0.25
C 2.25 -0.24 1.79
C 0.51 -0.70 -3.13
C -1.20 1.13 -2.83
C -2.77 1.49 -4.65
C -2.14 2.14 4.04
C 2.96 -2.17 -2.47
H 3.46 -0.88 3.44
H -2.76 2.57 -2.80
H -3.45 -0.77 2.92
H -2.24 2.87 4.82
H 0.76 -1.57 -3.72
H 1.68 0.51 2.33
H -3.61 2.03 -5.07
H 2.71 -2.24 -3.52
H 4.52 -3.63 -2.62
H -0.64 -1.01 -5.43
H 4.75 -2.50 2.06
H 5.15 -3.56 -0.24
```

Output
⟨S²⟩: 2.05
2S+1: 3
Kohn-Sham gap (spin up / spin down) (eV): 5.0758 / 6.8865
Charge: -1


DFT (ωB97M-V/def2-TZVPD) results for the molecule C5H7NO2.

XYZ file:
```
15
C5H7NO2 | the OMol25 dataset | ωB97M-V/def2-TZVPD
O -0.77 0.10 -1.94
O -0.28 1.84 -0.58
N -2.71 -0.02 0.87
C -0.61 0.47 -0.61
C 1.29 0.17 1.10
C 0.43 -1.73 -0.27
C -1.84 0.23 0.17
C 0.41 -0.45 0.06
H 1.97 -0.58 1.50
H -0.16 2.14 0.32
H 0.69 0.56 1.93
H 1.12 -2.42 0.20
H -0.22 -2.13 -1.02
H 1.87 0.98 0.67
H -1.18 0.84 -2.41
```

Output
SMILES: C=C(C)C(O)(O)C#N
Kohn-Sham gap (eV): 10.6336
Charge: 0


DFT (ωB97M-V/def2-TZVPD) results for the molecule C4H3N3S in a non-equilibrium geometry.

XYZ file:
```
11
C4H3N3S | the OMol25 dataset | ωB97M-V/def2-TZVPD
S 2.04 1.34 0.74
N -1.30 0.59 -0.96
N 0.85 1.97 -0.14
N -1.69 -0.69 -0.77
C 0.27 -0.40 0.29
C 1.48 -0.25 0.94
C -0.79 -1.30 -0.04
C -0.14 0.80 -0.33
H 2.06 -0.96 1.50
H -0.91 -2.32 0.23
H -1.88 1.24 -1.46
```

Output
SMILES: c1n[nH]c2nscc12
Kohn-Sham gap (eV): 8.8180
Charge: 0


DFT (ωB97M-V/def2-TZVPD) results for a cluster of 2 separate species, C5H13FN in total in a non-equilibrium geometry.

XYZ file:
```
20
C5H13FN | the OMol25 dataset | ωB97M-V/def2-TZVPD
F -1.01 0.19 1.02
N 1.45 0.82 1.27
C 2.73 1.49 -0.79
C -2.60 -1.45 0.34
C 1.71 1.67 0.02
C -0.50 -0.96 -1.01
C -1.63 -0.51 -0.22
H 0.08 -1.64 -0.38
H 0.82 2.43 -0.10
H 2.85 2.06 -1.64
H -0.92 -1.58 -1.85
H -3.45 -1.68 -0.28
H 0.03 -0.11 -1.40
H 0.53 0.34 0.91
H 3.54 0.76 -0.72
H -2.36 0.31 -0.45
H -1.94 -2.37 0.47
H 2.22 0.11 1.28
H 1.40 1.29 2.20
H -2.95 -1.16 1.31
```

Output
Kohn-Sham gap (eV): 11.9607
Charge: +1


DFT (ωB97M-V/def2-TZVPD) results for the molecule H4IN2P in a non-equilibrium geometry.

XYZ file:
```
8
H4IN2P | the OMol25 dataset | ωB97M-V/def2-TZVPD
I -2.51 0.28 0.22
P -0.27 -0.18 -0.82
N 0.37 -1.39 0.12
N 0.41 1.35 0.02
H 1.42 1.31 -0.10
H -0.06 -2.29 -0.06
H 0.57 -1.24 1.10
H 0.06 2.15 -0.48
```

Output
SMILES: NP(N)I
Kohn-Sham gap (eV): 9.2428
Charge: 0


The records above yield energy relative to the best compared isomer or geometry (same formula, charge and spin) values of 0.00, 2.40, 32.58, 29.32, 33.69, 1.52 kcal per mole, respectively.